Here is a structure of composition C19H25N5O2Zn at a distorted geometry from the OMol25 dataset. Energies are from ωB97M-V with the def2-TZVPD basis set.

```
52
Properties=species:S:1:pos:R:3:lowdin_charge:R:1
Zn 0.56303 -0.17132 0.53803 0.812
C 3.07046 -1.73516 -0.59110 -0.091
N 2.83518 -0.45701 0.08432 -0.306
C 3.36964 0.64664 -0.71676 -0.091
C 3.41736 -0.47081 1.44227 -0.154
C 2.41993 -0.42999 2.59258 -0.255
C 2.91622 -0.29275 3.88839 -0.065
C 2.05113 -0.26300 4.96939 -0.096
C 0.68179 -0.37697 4.76486 -0.095
C 0.18733 -0.51046 3.47470 -0.118
C 1.05321 -0.54305 2.38266 -0.174
H 4.14188 -1.93247 -0.72285 0.094
H 2.59985 -1.72372 -1.57518 0.082
H 2.63234 -2.54446 -0.00707 0.092
H 4.46038 0.58106 -0.81760 0.095
H 3.09997 1.59412 -0.25687 0.079
H 2.92529 0.62461 -1.71211 0.088
H 4.09997 0.37514 1.55170 0.124
H 4.01813 -1.37750 1.56716 0.125
H 3.98666 -0.20363 4.05162 0.108
H 2.44262 -0.14385 5.97179 0.098
H -0.00007 -0.34751 5.60571 0.099
H -0.88318 -0.58113 3.32262 0.092
O -1.45419 -0.36438 0.14796 -0.028
C -2.05956 -0.35582 -1.22816 -0.472
C -0.95055 -0.64704 -2.23023 -0.093
C -1.30309 -0.42379 -3.72053 -0.170
C -2.63995 0.29108 -3.93173 -0.198
C -3.84328 -0.63248 -3.67897 -0.172
C -3.59144 -1.70524 -2.61113 -0.193
N -3.14877 -1.24326 -1.29485 0.068
H -0.63632 -1.67742 -2.04655 0.127
H -0.12172 0.01594 -1.95003 0.108
H -1.32683 -1.38538 -4.23737 0.108
H -0.50631 0.16076 -4.18137 0.109
H -2.68035 0.66447 -4.95639 0.109
H -2.68928 1.14840 -3.26757 0.088
H -4.10982 -1.16053 -4.59891 0.110
H -4.70006 -0.02059 -3.38751 0.111
H -2.85085 -2.42010 -2.97736 0.110
H -4.51374 -2.26131 -2.44371 0.119
H -3.91765 -0.88777 -0.74113 0.137
N 0.34668 3.31937 1.90245 0.194
C -0.13445 2.32948 1.10296 -0.502
O 0.66007 1.78012 0.25352 -0.105
C -1.45687 1.91576 1.17147 -0.155
C -1.83041 0.98072 0.12823 -0.318
N -2.37264 1.08134 -1.02523 0.253
C -2.33409 2.26305 2.21072 -0.229
N -3.03511 2.52423 3.09186 0.129
H -0.23148 3.63421 2.66480 0.103
H 1.34300 3.35943 2.02649 0.109
```

For the energy relative to the best compared isomer or geometry (same formula, charge and spin), the calculation gives 2.787 eV. As for the calculated total energy: -80071.1448 eV. Its orbital gap is 8.258 eV.